Record 1
19
Properties=species:S:1:pos:R:3:forces:R:3:nbo_charge:R:1 method="wB97M-V/def2-TZVPD" relative_energy_kj_mol=706.4 largest_force_ev_per_a=5.1 homo_lumo_gap_ha=0.361 total_charge=0 homo_energy_ev=-9.9 smiles="[H]/N=N/OC.C=CC(C)=O"
H -0.05997 1.85256 1.19897 -0.128 -0.234 0.083 0.23
C -1.44542 -0.57924 0.59617 0.704 -4.994 0.483 -0.37
C 0.00787 -0.35751 1.04634 0.582 0.411 1.854 0.59
C -2.75415 -0.72821 0.34548 -0.445 2.048 -0.171 -0.30
H 3.01498 -0.59131 -0.73841 -0.350 0.121 -0.065 0.21
O 1.46192 0.60300 -1.21010 -1.359 0.915 -0.196 -0.42
H -3.19043 -1.73007 0.25371 0.310 0.451 0.053 0.20
C 0.53247 0.99262 1.50823 0.555 0.007 -0.465 -0.72
H 1.53742 1.12376 1.08338 -0.330 -0.033 0.178 0.26
H -3.47188 0.07136 0.19850 -0.070 0.279 0.001 0.17
H -1.37262 2.04497 -1.31410 0.098 -1.481 -0.927 0.37
H 0.66209 0.98571 2.59074 -0.239 -0.158 0.041 0.24
H 1.52533 -1.52818 -0.95683 -0.218 0.477 0.133 0.20
N -0.38532 1.77087 -1.27130 2.620 -0.834 0.300 -0.40
O 0.69275 -1.36756 1.26256 -1.413 2.064 -0.864 -0.54
C 2.08956 -0.66496 -1.32358 0.212 -0.678 -0.596 -0.27
N 0.05501 0.65855 -1.59012 -0.801 1.366 0.580 0.15
H -1.26532 -1.66959 0.67503 0.275 0.085 -0.267 0.23
H 2.36575 -0.88679 -2.35466 -0.002 0.186 -0.155 0.18



Record 2
6
Properties=species:S:1:pos:R:3:forces:R:3:nbo_charge:R:1 method="wB97M-V/def2-TZVPD" relative_energy_kj_mol=410.9 largest_force_ev_per_a=4.1 homo_lumo_gap_ha="0.271 / 0.268" total_charge=0 homo_energy_ev="-8.4 / -8.4"
I -2.46573 0.78696 -0.00534 -0.674 0.988 0.181 0.38
H 0.52618 0.97012 0.05717 -0.751 2.487 -0.740 0.15
F 1.09754 -0.46158 1.16376 0.751 -1.266 1.232 -0.24
C 0.80736 -0.01622 0.03398 -2.693 -2.499 -1.716 0.90
O -1.35454 -0.72152 -0.26549 3.536 -0.041 0.222 -0.95
F 1.38920 -0.55775 -0.98409 -0.169 0.330 0.820 -0.25